[1]
{
  "formula": "Cl2HNS",
  "method": "the ωB97M-V functional and the def2-TZVPD basis",
  "elements": ["N", "S", "Cl", "Cl", "H"],
  "xyz": [[-0.308533, -0.397906, 0.254968], [-0.794109, -0.438607, 1.634645], [-1.138593, -2.492085, 2.289457], [-2.857631, 0.151936, 1.646969], [-0.455406, -0.228194, -0.787399]],
  "forces_ev_per_angstrom": [[0.5, 0.7, -1.6], [-0.6, -0.3, -0.9], [0.0, 0.4, -0.2], [0.3, -0.1, 0.2], [-0.2, -0.7, 2.5]],
  "e_tot_ha": -1373.87309,
  "e_homo_ev": -10.274,
  "homo_lumo_gap_ev": 9.7,
  "e_above_lowest_ev": 0.167
}

[2]
{
  "formula": "C11H29B2ClNO12PSTa",
  "method": "the ωB97M-V functional and the def2-TZVPD basis",
  "elements": ["C", "O", "B", "O", "Ta", "C", "C", "C", "C", "S", "O", "O", "Cl", "O", "N", "O", "O", "B", "O", "O", "P", "C", "C", "H", "H", "H", "H", "H", "H", "H", "H", "H", "H", "H", "H", "H", "H", "H", "H", "H", "H", "H", "H", "H", "C", "C", "O", "C", "O", "O", "C", "H", "H", "H", "H", "H", "H", "H", "H"],
  "xyz": [[0.218509, -0.889592, 1.766412], [0.047517, 0.444792, 1.173916], [0.378777, 0.315151, -0.268562], [0.102772, -0.918472, -1.060085], [1.462208, 2.029752, -1.501263], [-0.309443, 3.490832, -1.371324], [-1.515541, 3.238564, -0.354537], [-2.854510, 2.864346, -1.291954], [-4.129726, 2.419529, -0.362218], [-5.144449, 1.210206, -1.430808], [-4.362579, -0.160482, -1.332695], [-5.087427, 1.626097, -2.917553], [-7.079288, 1.124427, -0.658484], [2.461887, 3.519337, -2.759133], [2.824032, 2.842358, -3.870026], [3.051081, 3.650541, -4.769789], [2.234954, 2.913672, 0.303593], [3.004360, 4.146732, 0.042004], [2.350753, 5.463746, 0.308394], [4.390278, 4.206141, -0.507472], [0.534434, 0.938275, -3.614882], [1.393824, -0.535683, -4.316495], [-0.841510, 1.761677, -4.523499], [1.348718, -1.214292, 1.558567], [-0.534086, -1.689872, 1.347453], [0.018302, -0.796934, 2.924517], [1.040988, -1.295449, -1.209711], [2.916826, 0.896378, -1.560729], [0.151675, 4.567215, -1.129108], [-0.768797, 3.621010, -2.465393], [-1.808183, 4.299502, 0.113170], [-1.377614, 2.536673, 0.555106], [-2.599062, 2.131721, -2.170714], [-3.126299, 3.906190, -1.807862], [-4.807896, 3.319798, -0.017773], [-3.664619, 1.841732, 0.574487], [2.117136, 5.853557, -0.584804], [4.398128, 5.019146, -1.094160], [2.554636, -0.532877, -4.074302], [0.984759, -1.547862, -3.833398], [1.330799, -0.715462, -5.495942], [-0.871708, 2.947014, -4.555444], [-1.900201, 1.402278, -4.101173], [-0.845099, 1.404007, -5.661923], [2.869188, -6.556763, 4.214236], [2.530552, -5.384540, 5.119425], [1.517433, -4.555757, 4.534869], [0.254784, -5.048300, 4.580585], [-0.082962, -6.116526, 5.069955], [-0.566568, -4.166711, 3.959660], [-1.912760, -4.620432, 3.840289], [3.144219, -6.203760, 3.215183], [3.698133, -7.137398, 4.627962], [2.012753, -7.225464, 4.088677], [3.418032, -4.757776, 5.243988], [2.227628, -5.716871, 6.119225], [-2.324559, -4.907129, 4.813203], [-1.961311, -5.458899, 3.137743], [-2.513881, -3.799095, 3.440596]],
  "forces_ev_per_angstrom": [[0.2, -0.6, 1.0], [0.5, -2.6, -2.6], [-0.6, -0.2, 0.6], [2.5, 0.4, 2.2], [0.1, 2.0, 1.2], [-1.0, 1.1, -0.8], [-1.9, 1.6, -0.3], [0.2, 1.5, -0.1], [1.0, 0.5, 0.6], [5.9, -3.7, -4.5], [-3.7, 4.7, 0.8], [-1.5, -0.3, 5.1], [0.7, 0.1, -0.3], [-0.1, -1.4, 0.6], [0.9, 3.6, -1.6], [-0.3, -2.1, 1.2], [1.9, 2.6, -3.1], [-0.6, -0.7, -0.2], [0.6, -1.6, -2.1], [-3.1, 0.8, 0.2], [0.7, 1.1, 1.7], [1.0, -2.7, -1.3], [-2.5, -0.1, -2.2], [-2.5, 0.3, 0.7], [1.6, 1.6, 0.6], [0.6, -0.2, -2.3], [-2.2, 0.9, 0.0], [-0.3, -0.7, -0.2], [-0.7, -2.3, -0.5], [0.8, -0.2, 2.2], [0.5, -2.2, -0.7], [0.1, 0.8, -1.8], [-0.6, 1.1, 2.1], [0.4, -2.4, 1.0], [1.3, -1.9, -0.8], [-1.6, 0.9, -2.1], [0.4, -0.6, 1.6], [0.1, -1.4, 1.2], [-2.5, 0.4, -0.3], [0.7, 2.2, -1.0], [0.0, 0.7, 2.5], [0.5, -2.6, 0.3], [2.2, 0.8, -0.9], [0.0, 0.8, 2.3], [-0.2, -0.2, -0.2], [0.4, -0.5, 0.1], [-1.1, -0.1, 0.1], [0.0, -0.5, 0.0], [0.4, 1.5, -0.6], [0.8, -0.6, 0.6], [-0.6, -0.1, -0.1], [0.1, 0.0, 0.2], [0.0, 0.1, 0.0], [0.1, 0.1, 0.2], [-0.3, 0.2, -0.1], [-0.1, 0.0, -0.2], [0.2, -0.1, -0.2], [0.0, 0.1, 0.2], [0.4, 0.0, 0.0]],
  "e_tot_ha": -2700.49383,
  "total_charge": -1,
  "e_homo_ev": -3.969,
  "homo_lumo_gap_ev": 5.0
}

[3]
{
  "formula": "C7H10",
  "method": "the ωB97M-V functional and the def2-TZVPD basis",
  "elements": ["C", "C", "C", "C", "C", "C", "C", "H", "H", "H", "H", "H", "H", "H", "H", "H", "H"],
  "xyz": [[-1.003594, 0.771617, 1.669612], [-1.440985, 0.814994, 0.197005], [-0.097897, 1.422799, 0.706766], [1.131014, 0.708857, 0.288072], [1.080227, -0.538863, -0.177405], [-0.235155, -1.235429, -0.427048], [-1.479255, -0.414653, -0.547650], [-1.601353, 1.383343, 2.338457], [-0.707345, -0.192775, 2.073190], [-2.235904, 1.535505, 0.012678], [-0.064056, 2.509486, 0.716081], [2.078090, 1.233932, 0.388346], [1.992762, -1.055938, -0.467835], [1.895864, -1.634779, -2.853192], [-0.154183, -1.920877, -1.279807], [-0.494474, -1.908207, 0.414029], [1.333388, -1.437823, -3.296728]],
  "forces_ev_per_angstrom": [[0.1, 0.0, 0.2], [-0.4, -0.2, -0.4], [0.2, 0.0, 0.1], [0.0, -0.2, 0.0], [0.0, 0.2, 0.1], [-0.1, 0.0, -0.1], [0.3, 0.2, 0.3], [0.1, -0.1, -0.1], [0.0, 0.1, -0.1], [0.1, -0.1, 0.0], [0.0, -0.2, 0.0], [-0.1, -0.1, 0.0], [-0.1, 0.1, 0.1], [0.0, 0.0, -0.1], [0.0, 0.1, 0.2], [0.0, 0.1, -0.1], [0.0, 0.0, 0.0]],
  "e_tot_ha": -272.52949,
  "e_homo_ev": -7.924,
  "homo_lumo_gap_ev": 8.3,
  "e_above_lowest_ev": 5.130
}

[4]
{
  "formula": "C10H18Cl2N2Tm",
  "method": "the ωB97M-V functional and the def2-TZVPD basis",
  "elements": ["Tm", "Cl", "Cl", "C", "H", "H", "C", "C", "H", "C", "H", "C", "H", "H", "C", "H", "H", "C", "H", "H", "H", "H", "C", "N", "C", "C", "N", "H", "H", "H", "H", "H", "H"],
  "xyz": [[1.589766, -0.249124, -0.450077], [0.565228, -2.465031, -0.529638], [1.570976, 2.038836, 0.536314], [3.723213, -0.688089, -0.395090], [4.123036, 0.282387, -0.825203], [3.716447, -1.221333, -1.392261], [-0.765590, 1.262962, -1.859900], [0.294148, 0.657334, -2.186027], [-0.740225, 1.959940, -1.024758], [0.305177, -0.492721, -3.153926], [1.431568, 1.041798, -1.945651], [-0.777399, -0.340845, -4.229085], [1.302168, -0.657211, -3.573017], [0.056026, -1.371106, -2.550339], [-2.126734, -0.057332, -3.573511], [-0.463655, 0.475764, -4.893299], [-0.836085, -1.241745, -4.849145], [-2.116812, 0.988857, -2.461202], [-2.864247, 0.204072, -4.336477], [-2.468277, -0.971672, -3.093246], [-2.682066, 1.894733, -2.803462], [-2.830710, 0.716369, -1.666791], [-0.039743, 1.123654, 4.951615], [-0.023758, -0.208606, 4.331568], [-0.076459, -1.365790, 5.236008], [0.165118, -0.334585, 3.036362], [0.377878, -0.401937, 1.874923], [0.001247, 0.965773, 6.034169], [-0.964482, 1.665825, 4.702173], [0.827868, 1.721730, 4.635928], [-0.977757, -1.972046, 5.063606], [0.815954, -2.001674, 5.136755], [-0.111827, -0.959186, 6.252686]],
  "forces_ev_per_angstrom": [[1.6, -1.5, 3.7], [-0.8, -1.5, 0.0], [-0.1, 1.2, 0.3], [-0.5, 1.0, -1.9], [0.3, 0.0, 0.8], [0.2, -0.9, 0.3], [-3.9, 2.7, 1.8], [5.6, -0.8, -3.2], [0.1, 0.4, -0.3], [-0.3, -0.5, -0.3], [-2.9, 0.3, -1.0], [0.5, 0.5, 0.0], [-0.1, 0.1, 0.0], [0.2, -0.2, -0.3], [-0.2, -0.4, 0.0], [-0.2, 0.0, 0.0], [0.0, 0.1, 0.1], [-1.1, 0.6, 0.1], [0.0, 0.0, 0.1], [0.0, -0.4, -0.2], [1.2, -0.1, 0.1], [0.4, -0.5, 0.0], [0.0, 0.2, -0.3], [-0.1, 0.1, 1.0], [0.0, -0.1, -0.3], [0.9, -0.2, -3.3], [-0.6, 0.1, 3.1], [0.0, 0.2, -0.3], [0.3, -0.1, 0.1], [-0.3, -0.2, 0.0], [0.3, 0.1, 0.0], [-0.3, 0.2, 0.0], [0.0, -0.3, -0.3]],
  "e_tot_ha": -2506.86979,
  "s2": 2.00,
  "total_charge": -1,
  "e_homo_ev": [-1.285, -1.276],
  "multiplicity": 3,
  "homo_lumo_gap_ev": [3.9, 3.8],
  "e_above_lowest_ev": 1.686
}

What did the third record say?
{
  "formula": "C7H10",
  "method": "the ωB97M-V functional and the def2-TZVPD basis",
  "elements": ["C", "C", "C", "C", "C", "C", "C", "H", "H", "H", "H", "H", "H", "H", "H", "H", "H"],
  "xyz": [[-1.003594, 0.771617, 1.669612], [-1.440985, 0.814994, 0.197005], [-0.097897, 1.422799, 0.706766], [1.131014, 0.708857, 0.288072], [1.080227, -0.538863, -0.177405], [-0.235155, -1.235429, -0.427048], [-1.479255, -0.414653, -0.547650], [-1.601353, 1.383343, 2.338457], [-0.707345, -0.192775, 2.073190], [-2.235904, 1.535505, 0.012678], [-0.064056, 2.509486, 0.716081], [2.078090, 1.233932, 0.388346], [1.992762, -1.055938, -0.467835], [1.895864, -1.634779, -2.853192], [-0.154183, -1.920877, -1.279807], [-0.494474, -1.908207, 0.414029], [1.333388, -1.437823, -3.296728]],
  "forces_ev_per_angstrom": [[0.1, 0.0, 0.2], [-0.4, -0.2, -0.4], [0.2, 0.0, 0.1], [0.0, -0.2, 0.0], [0.0, 0.2, 0.1], [-0.1, 0.0, -0.1], [0.3, 0.2, 0.3], [0.1, -0.1, -0.1], [0.0, 0.1, -0.1], [0.1, -0.1, 0.0], [0.0, -0.2, 0.0], [-0.1, -0.1, 0.0], [-0.1, 0.1, 0.1], [0.0, 0.0, -0.1], [0.0, 0.1, 0.2], [0.0, 0.1, -0.1], [0.0, 0.0, 0.0]],
  "e_tot_ha": -272.52949,
  "e_homo_ev": -7.924,
  "homo_lumo_gap_ev": 8.3,
  "e_above_lowest_ev": 5.130
}

> What is the formula in the third record?

C7H10

What did the third record say?
{
  "formula": "C7H10",
  "method": "the ωB97M-V functional and the def2-TZVPD basis",
  "elements": ["C", "C", "C", "C", "C", "C", "C", "H", "H", "H", "H", "H", "H", "H", "H", "H", "H"],
  "xyz": [[-1.003594, 0.771617, 1.669612], [-1.440985, 0.814994, 0.197005], [-0.097897, 1.422799, 0.706766], [1.131014, 0.708857, 0.288072], [1.080227, -0.538863, -0.177405], [-0.235155, -1.235429, -0.427048], [-1.479255, -0.414653, -0.547650], [-1.601353, 1.383343, 2.338457], [-0.707345, -0.192775, 2.073190], [-2.235904, 1.535505, 0.012678], [-0.064056, 2.509486, 0.716081], [2.078090, 1.233932, 0.388346], [1.992762, -1.055938, -0.467835], [1.895864, -1.634779, -2.853192], [-0.154183, -1.920877, -1.279807], [-0.494474, -1.908207, 0.414029], [1.333388, -1.437823, -3.296728]],
  "forces_ev_per_angstrom": [[0.1, 0.0, 0.2], [-0.4, -0.2, -0.4], [0.2, 0.0, 0.1], [0.0, -0.2, 0.0], [0.0, 0.2, 0.1], [-0.1, 0.0, -0.1], [0.3, 0.2, 0.3], [0.1, -0.1, -0.1], [0.0, 0.1, -0.1], [0.1, -0.1, 0.0], [0.0, -0.2, 0.0], [-0.1, -0.1, 0.0], [-0.1, 0.1, 0.1], [0.0, 0.0, -0.1], [0.0, 0.1, 0.2], [0.0, 0.1, -0.1], [0.0, 0.0, 0.0]],
  "e_tot_ha": -272.52949,
  "e_homo_ev": -7.924,
  "homo_lumo_gap_ev": 8.3,
  "e_above_lowest_ev": 5.130
}